{
  "formula": "C47H152N34O27",
  "method": "the ωB97M-V functional and the def2-TZVPD basis",
  "homo_ha": -0.299,
  "spin_multiplicity": 1,
  "orbital_gap_ha": 0.2947,
  "largest_force_ev_per_a": 9.8,
  "e_tot_ev": -157151.9823,
  "e_above_lowest_ev": 4.294,
  "symbols": ["C", "C", "O", "H", "H", "H", "H", "H", "H", "C", "C", "O", "H", "H", "H", "H", "H", "H", "C", "C", "O", "H", "H", "H", "H", "H", "H", "C", "C", "O", "H", "H", "H", "H", "H", "H", "C", "C", "O", "H", "H", "H", "H", "H", "H", "C", "C", "O", "H", "H", "H", "H", "H", "H", "C", "C", "O", "H", "H", "H", "H", "H", "H", "C", "C", "O", "H", "H", "H", "H", "H", "H", "C", "O", "N", "N", "H", "H", "H", "H", "C", "O", "N", "N", "H", "H", "H", "H", "C", "O", "N", "N", "H", "H", "H", "H", "C", "O", "N", "N", "H", "H", "H", "H", "C", "O", "N", "N", "H", "H", "H", "H", "C", "O", "N", "N", "H", "H", "H", "H", "C", "O", "N", "N", "H", "H", "H", "H", "C", "O", "N", "N", "H", "H", "H", "H", "C", "O", "N", "N", "H", "H", "H", "H", "C", "O", "N", "N", "H", "H", "H", "H", "C", "O", "N", "N", "H", "H", "H", "H", "C", "O", "N", "N", "H", "H", "H", "H", "C", "O", "N", "N", "H", "H", "H", "H", "C", "O", "N", "N", "H", "H", "H", "H", "C", "O", "N", "N", "H", "H", "H", "H", "C", "C", "C", "O", "C", "N", "H", "H", "H", "H", "H", "H", "H", "H", "H", "H", "H", "C", "C", "C", "O", "C", "N", "H", "H", "H", "H", "H", "H", "H", "H", "H", "H", "H", "C", "C", "C", "O", "C", "N", "H", "H", "H", "H", "H", "H", "H", "H", "H", "H", "H", "C", "C", "C", "O", "C", "N", "H", "H", "H", "H", "H", "H", "H", "H", "H", "H", "H"],
  "coordinates": [[12.465, 10.892, -22.242], [11.896, 9.680, -21.490], [12.144, 8.464, -22.151], [12.606, 11.708, -21.533], [11.692, 11.238, -22.928], [13.375, 10.616, -22.776], [10.811, 9.782, -21.458], [12.394, 9.664, -20.521], [11.677, 7.779, -21.665], [6.700, 0.637, -23.655], [5.268, 0.501, -24.038], [4.566, 0.362, -22.787], [6.946, 1.480, -23.009], [7.154, 0.899, -24.611], [7.171, -0.263, -23.261], [5.037, -0.296, -24.743], [4.878, 1.358, -24.587], [3.680, 0.005, -22.885], [6.901, -1.405, -19.118], [6.556, -0.872, -20.521], [6.156, 0.451, -20.398], [7.292, -2.422, -19.148], [6.009, -1.583, -18.517], [7.679, -0.744, -18.735], [5.703, -1.455, -20.869], [7.442, -1.075, -21.123], [5.604, 0.582, -21.173], [6.041, 3.883, -25.093], [5.162, 4.354, -26.225], [4.197, 3.464, -26.654], [6.838, 4.589, -24.859], [6.681, 3.018, -25.267], [5.588, 3.691, -24.120], [5.751, 4.742, -27.056], [4.646, 5.293, -26.021], [3.931, 3.730, -27.538], [13.504, 6.041, -24.961], [14.901, 5.410, -24.934], [15.854, 6.414, -24.901], [13.263, 6.541, -24.023], [12.675, 5.442, -25.337], [13.602, 6.843, -25.693], [15.155, 4.805, -25.805], [15.104, 4.808, -24.049], [16.097, 6.758, -25.763], [0.909, 4.837, -23.367], [2.159, 4.478, -24.173], [2.055, 3.250, -24.788], [0.785, 4.261, -22.449], [-0.029, 4.815, -23.921], [0.968, 5.839, -22.942], [2.973, 4.294, -23.471], [2.409, 5.266, -24.884], [2.892, 3.090, -25.230], [7.530, 10.439, -18.846], [8.906, 10.595, -19.542], [9.298, 11.889, -19.476], [7.634, 10.521, -17.764], [6.972, 9.510, -18.964], [6.869, 11.231, -19.197], [8.799, 10.251, -20.571], [9.653, 10.125, -18.903], [9.604, 12.074, -18.585], [9.808, 8.237, -25.815], [9.077, 9.553, -25.566], [8.120, 9.389, -24.538], [10.501, 8.013, -25.004], [10.426, 8.179, -26.711], [9.093, 7.415, -25.837], [8.670, 9.858, -26.530], [9.763, 10.359, -25.309], [7.713, 8.521, -24.591], [5.102, 7.971, -25.704], [6.244, 7.638, -25.471], [4.735, 8.117, -26.909], [4.154, 8.225, -24.825], [3.739, 8.255, -27.005], [5.312, 8.067, -27.736], [4.253, 8.111, -23.826], [3.210, 8.433, -25.119], [6.272, 2.250, -16.514], [6.311, 1.274, -15.830], [6.128, 2.237, -17.793], [6.575, 3.446, -15.995], [6.227, 3.039, -18.397], [5.882, 1.306, -18.100], [6.581, 3.389, -14.986], [6.645, 4.292, -16.543], [14.290, 9.479, -26.629], [13.850, 8.660, -27.389], [15.125, 10.323, -26.962], [13.745, 9.667, -25.481], [15.616, 10.101, -27.816], [15.580, 10.873, -26.248], [14.118, 10.421, -24.922], [13.104, 8.935, -25.207], [2.095, 3.287, -18.677], [2.085, 4.485, -18.769], [1.013, 2.458, -18.748], [3.206, 2.688, -18.368], [0.169, 2.863, -19.128], [1.220, 1.505, -19.011], [4.119, 3.118, -18.340], [3.102, 1.689, -18.267], [8.467, 5.640, -28.336], [8.102, 6.640, -28.921], [8.189, 5.409, -27.070], [9.158, 4.650, -28.826], [8.635, 4.583, -26.697], [7.711, 6.189, -26.642], [9.419, 4.782, -29.793], [9.494, 3.950, -28.180], [11.601, -1.100, -14.665], [11.318, -0.707, -15.745], [12.660, -0.882, -13.948], [10.909, -1.885, -13.932], [12.731, -1.215, -12.996], [13.192, -0.086, -14.268], [11.197, -2.211, -13.020], [10.138, -2.296, -14.439], [5.713, 5.425, -18.384], [6.841, 5.458, -17.978], [5.243, 4.886, -19.499], [4.762, 5.929, -17.765], [5.927, 4.419, -20.076], [4.357, 5.062, -19.951], [3.857, 5.859, -18.208], [4.970, 6.631, -17.070], [7.933, 12.670, -23.285], [7.865, 13.837, -22.882], [7.420, 12.133, -24.307], [8.495, 11.782, -22.603], [7.529, 11.141, -24.464], [6.880, 12.745, -24.902], [8.570, 11.833, -21.597], [8.685, 10.940, -23.126], [13.292, 4.627, -20.653], [13.584, 3.543, -21.111], [12.655, 4.876, -19.484], [13.473, 5.694, -21.396], [12.607, 4.217, -18.720], [12.063, 5.690, -19.392], [13.296, 6.528, -20.854], [14.103, 5.571, -22.175], [10.145, 7.214, -18.763], [11.291, 7.152, -19.201], [9.195, 6.742, -19.438], [9.668, 7.388, -17.551], [8.360, 6.478, -18.937], [9.271, 6.244, -20.313], [8.743, 7.055, -17.319], [10.331, 7.619, -16.825], [12.035, 1.160, -19.226], [12.038, 2.208, -18.741], [12.186, 0.872, -20.457], [11.630, 0.098, -18.708], [11.928, -0.050, -20.777], [12.480, 1.643, -21.040], [11.561, -0.751, -19.250], [11.275, 0.115, -17.763], [13.656, 1.759, -24.113], [13.567, 1.056, -25.040], [12.807, 2.652, -23.784], [14.797, 1.972, -23.448], [13.106, 3.213, -22.999], [11.986, 2.817, -24.349], [15.647, 1.549, -23.793], [14.740, 2.653, -22.704], [7.919, -1.756, -15.438], [8.376, -2.876, -15.275], [8.360, -0.885, -16.222], [6.898, -1.269, -14.752], [9.175, -1.265, -16.682], [7.894, 0.011, -16.235], [6.428, -1.838, -14.063], [6.517, -0.376, -15.032], [15.575, 3.122, -17.331], [14.928, 4.142, -17.194], [15.258, 2.130, -18.147], [16.598, 2.765, -16.670], [14.314, 2.037, -18.495], [15.865, 1.324, -18.098], [16.907, 1.807, -16.755], [17.052, 3.457, -16.091], [10.386, 2.536, -26.343], [9.355, 3.229, -26.215], [11.540, 2.960, -26.724], [10.401, 1.239, -26.013], [11.597, 3.740, -27.364], [12.362, 2.449, -26.434], [11.273, 0.746, -25.882], [9.505, 0.791, -25.880], [8.866, 2.143, -20.187], [8.272, 3.416, -20.609], [9.140, 4.014, -21.821], [8.631, 5.338, -22.247], [9.248, 6.034, -23.276], [6.923, 3.211, -20.995], [8.795, 1.995, -19.110], [9.947, 2.165, -20.322], [8.564, 1.285, -20.788], [8.383, 4.180, -19.839], [9.056, 3.271, -22.614], [10.195, 4.023, -21.547], [8.965, 7.066, -23.486], [9.155, 5.466, -24.201], [10.304, 6.095, -23.010], [6.659, 2.286, -20.688], [6.940, 3.144, -22.003], [10.060, 3.800, -16.430], [10.538, 3.033, -15.208], [9.519, 2.028, -14.519], [10.140, 1.555, -13.278], [9.307, 0.675, -12.534], [11.775, 2.436, -15.574], [10.723, 4.529, -16.897], [9.070, 4.250, -16.358], [9.935, 3.099, -17.256], [10.750, 3.749, -14.414], [9.220, 1.204, -15.168], [8.637, 2.611, -14.251], [8.452, 1.124, -12.027], [9.724, 0.055, -11.740], [8.826, 0.077, -13.308], [11.866, 2.744, -16.532], [11.686, 1.430, -15.567], [10.917, -3.384, -20.101], [11.538, -3.188, -21.456], [10.460, -2.826, -22.536], [10.557, -3.462, -23.811], [9.477, -3.149, -24.757], [12.552, -2.074, -21.348], [11.619, -3.827, -19.396], [10.142, -4.133, -20.269], [10.448, -2.551, -19.578], [12.181, -4.020, -21.742], [10.584, -1.801, -22.884], [9.473, -2.970, -22.096], [8.672, -2.714, -24.165], [9.135, -3.944, -25.421], [9.823, -2.387, -25.455], [13.004, -2.101, -22.250], [13.354, -2.265, -20.764], [5.019, 10.789, -22.211], [4.211, 9.858, -21.269], [4.734, 8.440, -21.054], [4.921, 7.774, -22.294], [5.986, 6.894, -22.284], [3.881, 10.523, -20.038], [5.123, 10.443, -23.240], [6.042, 11.014, -21.909], [4.437, 11.701, -22.350], [3.365, 9.834, -21.956], [4.125, 7.881, -20.344], [5.661, 8.683, -20.534], [6.235, 6.608, -23.306], [5.723, 5.945, -21.815], [6.780, 7.495, -21.841], [4.741, 10.699, -19.539], [3.526, 9.850, -19.374]],
  "forces_ev_per_angstrom": [[-0.974, -0.565, -0.047], [0.290, 0.730, -0.035], [0.519, -0.384, -0.837], [0.325, -0.059, -0.070], [0.285, 0.070, -0.397], [0.065, 0.193, 0.172], [-0.001, 0.311, 0.706], [-0.497, -0.142, 0.389], [-0.064, -0.164, 0.163], [0.891, 0.300, -1.425], [-1.207, 0.193, 0.734], [-0.154, -0.169, 0.110], [-0.441, -0.156, 0.107], [0.690, -0.143, -0.036], [-0.232, -0.036, -0.034], [0.378, -0.641, 0.362], [0.236, 0.500, 0.279], [-0.073, 0.087, -0.250], [0.001, -0.327, -0.877], [-0.095, -2.225, 1.823], [-0.032, 0.661, -0.098], [0.465, 0.002, -0.389], [0.034, 0.925, 0.387], [-0.368, -0.105, 0.619], [0.143, -0.167, -0.530], [0.010, 0.505, -0.542], [-0.580, 0.410, -0.433], [0.957, -0.197, 0.632], [0.879, 2.284, -0.066], [-0.709, -1.736, -0.295], [-0.312, 0.690, -0.219], [-0.441, -0.383, -0.727], [-0.710, 0.093, -0.092], [0.653, -0.768, -0.175], [-0.089, 0.227, 1.117], [-0.165, -0.168, 0.001], [0.376, 0.415, -0.682], [-0.527, -0.395, -0.357], [1.499, 1.447, 0.819], [-0.109, -0.272, 0.130], [0.085, -0.400, 0.385], [-0.135, 0.097, -0.191], [-0.695, -0.499, -0.094], [-0.237, -0.212, 0.049], [-0.395, -0.191, -0.141], [-0.068, 0.350, 0.364], [-0.011, 0.358, 1.482], [-1.129, -1.449, -0.868], [0.087, -0.623, -0.267], [0.146, -0.238, -0.257], [0.332, 0.333, -0.354], [0.396, 1.130, 0.414], [0.070, 0.224, -0.032], [0.121, -0.069, -0.494], [-0.172, -0.020, 0.157], [-1.417, -2.010, 1.892], [0.491, 3.012, -0.768], [0.116, 0.347, 0.095], [0.410, -0.343, -0.452], [0.054, 0.189, 0.017], [0.595, -0.141, 0.139], [-0.034, -1.562, -0.777], [-0.025, 0.197, -0.099], [0.504, -0.156, 0.541], [0.861, -0.831, -1.044], [0.518, 0.886, 0.494], [0.028, 0.053, 0.328], [-0.295, 0.338, -0.236], [0.008, 0.127, -0.223], [-0.725, 0.087, 0.055], [0.033, -0.045, 0.406], [-0.605, -0.210, -0.447], [1.671, -0.382, 2.019], [2.399, -0.851, 1.500], [-3.102, 0.786, -5.592], [-2.226, 0.393, 1.839], [0.336, 0.149, -0.871], [0.176, -0.193, 0.489], [0.562, -0.159, 0.099], [0.337, 0.023, -0.098], [1.912, 3.524, 1.166], [-0.651, -3.505, 2.010], [-1.050, -1.312, -3.587], [-0.356, 0.439, 1.444], [0.035, -0.389, 0.041], [0.233, 0.292, -1.056], [0.248, 0.716, -0.205], [0.075, 0.105, 0.277], [-4.537, -3.391, -0.241], [-0.644, -3.087, -2.211], [7.051, 5.624, -2.600], [-1.530, 0.368, 4.166], [0.118, 0.458, 0.160], [0.237, 0.042, -0.523], [-0.758, -0.610, 0.616], [0.040, 0.585, 0.706], [-0.681, 0.585, 0.282], [-0.967, 2.783, -0.754], [-0.706, -0.215, -0.363], [2.046, -3.165, 0.572], [0.180, -0.111, 0.027], [-0.410, 0.147, -0.026], [-0.469, 0.004, -0.049], [0.933, 0.115, 0.225], [-1.176, 1.661, 1.033], [-0.323, 0.972, -1.272], [-1.088, 0.926, 1.388], [1.962, -1.874, -2.805], [-0.479, 0.424, 1.161], [-0.023, -0.470, 0.674], [0.369, -0.629, 0.276], [0.006, -0.097, -0.759], [0.729, -0.721, 2.199], [-0.585, 1.582, -3.830], [5.542, 3.132, 0.318], [-5.339, -3.922, 1.018], [0.222, 0.589, -0.506], [0.486, -0.039, 0.634], [-0.452, -0.047, -0.612], [-0.623, -0.682, 0.656], [0.026, -0.730, -3.262], [4.222, -0.422, 0.580], [1.315, -2.047, -2.581], [-5.538, 3.989, 4.676], [0.167, -0.418, -0.788], [-0.010, 0.187, 0.605], [-0.406, 0.257, 0.729], [-0.420, -0.246, 0.101], [-0.791, 6.160, 2.365], [-0.664, 0.450, -0.763], [-3.212, -0.201, -6.230], [4.352, -5.552, 4.565], [-0.613, 0.072, -0.352], [0.212, -0.444, -0.274], [0.492, 0.397, -0.499], [0.093, -0.535, 1.112], [-1.814, -0.163, 1.793], [1.118, -2.947, -0.585], [0.093, -0.617, 0.312], [-0.072, 2.076, -0.616], [0.190, -0.376, -0.650], [0.426, 0.319, 0.023], [0.722, 0.642, -0.944], [-0.175, 0.730, 0.180], [2.344, -1.873, 0.312], [1.432, 2.172, 0.463], [-5.903, -2.453, -4.895], [1.348, 2.175, 4.156], [-0.263, -0.017, -0.493], [0.454, 0.387, -0.188], [0.428, 0.196, 0.227], [-0.383, -0.081, 0.118], [-0.908, -1.465, -2.537], [1.005, 7.044, 3.721], [2.045, 1.216, -6.900], [-2.927, -6.819, 6.338], [0.651, 0.432, -0.807], [0.133, -0.333, -0.484], [0.052, 0.143, 0.663], [0.258, -0.404, 0.142], [3.298, 2.008, 1.238], [-1.073, -4.582, -5.081], [-4.170, 2.923, 1.569], [1.862, -0.790, 1.126], [-1.088, 0.663, 0.150], [0.145, 0.082, 0.625], [-0.254, 0.136, 0.460], [0.879, -0.267, 0.255], [-2.199, -2.698, 3.293], [0.899, -1.463, 0.102], [2.994, 2.507, -4.198], [-2.633, -0.005, 2.175], [0.252, 1.335, -0.545], [0.662, 0.160, -0.698], [0.158, 0.152, -0.328], [-0.289, -0.149, 0.388], [-3.992, 1.305, -1.264], [-0.054, 0.916, -0.053], [-1.324, -2.101, -2.464], [5.340, -0.314, 3.768], [0.118, 0.124, -0.072], [-0.762, -0.028, -0.543], [0.475, 0.708, 0.568], [0.091, -0.513, 0.044], [-3.032, -0.836, 1.548], [0.620, -1.045, -0.626], [3.202, 2.134, -1.385], [-0.872, -1.244, 0.580], [0.288, 0.182, 0.574], [0.297, -0.121, -0.581], [-0.088, -0.181, -0.149], [0.395, 0.049, 0.387], [2.425, -1.023, 0.652], [2.115, 2.261, -1.481], [-1.228, 0.413, 0.128], [-1.307, -1.292, 2.200], [1.885, -0.989, -0.686], [-1.213, 0.311, -0.809], [-0.572, -0.433, -0.039], [0.245, 0.166, -0.006], [-0.436, 0.014, 0.241], [-0.285, -0.065, 0.420], [-0.109, 0.076, -0.628], [0.138, 0.494, 0.222], [-0.864, -0.170, 0.782], [0.108, 0.027, -0.364], [0.537, 0.097, -0.393], [-0.197, -0.162, 0.129], [-0.511, 0.254, -0.280], [-1.791, -0.465, -0.839], [-0.960, 0.316, 1.517], [1.101, 1.196, 0.477], [0.171, 0.312, -0.209], [-1.451, -0.088, -1.416], [0.796, -0.532, -0.323], [0.477, 0.173, 0.792], [0.006, 0.277, 0.399], [-0.058, -0.445, -0.111], [-0.204, 0.277, 0.291], [0.249, -0.185, 0.078], [-0.253, -0.039, 0.016], [-0.054, 0.964, 0.013], [1.062, 0.171, -0.519], [-0.053, -0.865, 0.391], [1.033, -0.755, -0.230], [0.142, -0.217, -0.224], [-0.426, -1.437, 0.210], [1.231, 1.397, -0.256], [0.413, 0.747, -0.843], [-0.407, -1.875, -0.953], [1.066, 1.010, 1.286], [-0.684, 0.271, -1.078], [0.138, 0.046, -0.028], [-0.219, -0.119, 0.432], [0.047, 0.390, -0.554], [-0.947, -0.777, -0.140], [-0.105, 0.760, 1.216], [-0.202, -0.064, -0.031], [-0.417, -0.198, -0.268], [0.263, -0.626, 0.775], [0.220, 0.335, 0.104], [0.055, 0.667, -0.530], [-0.261, -0.543, 0.761], [0.583, -0.121, 0.173], [-0.592, 0.238, -2.483], [0.444, 1.314, -0.426], [-1.555, 0.981, 0.932], [0.773, -0.521, -0.495], [0.291, -0.145, 0.866], [-0.131, -0.700, 0.127], [-0.007, 0.211, 0.366], [0.186, 0.217, 0.487], [-1.076, -0.595, 0.720], [-0.358, -0.212, -0.127], [0.743, -0.796, -0.081], [0.055, 0.393, -0.129], [0.358, 0.139, 0.650], [0.752, -0.980, 0.195], [0.638, 0.783, -0.231], [-0.995, -0.351, -0.077]],
  "lowdin_charge": [-0.062, -0.314, -0.098, 0.077, 0.062, 0.056, 0.091, 0.112, 0.038, -0.075, -0.264, -0.087, 0.057, 0.068, 0.072, 0.123, 0.092, 0.098, -0.074, -0.330, -0.113, 0.075, 0.081, 0.056, 0.117, 0.095, 0.040, -0.060, -0.318, -0.063, 0.058, 0.057, 0.068, 0.106, 0.091, 0.108, -0.066, -0.329, -0.075, 0.052, 0.058, 0.042, 0.115, 0.087, 0.088, -0.074, -0.350, -0.077, 0.062, 0.073, 0.065, 0.105, 0.102, 0.036, -0.067, -0.360, -0.054, 0.072, 0.045, 0.068, 0.090, 0.109, 0.105, -0.062, -0.279, -0.127, 0.061, 0.089, 0.039, 0.116, 0.111, 0.036, -0.768, 0.016, 0.195, 0.206, 0.115, 0.138, 0.064, 0.115, -0.745, 0.027, 0.215, 0.197, 0.079, 0.109, 0.116, 0.053, -0.896, 0.037, 0.191, 0.200, 0.137, 0.126, 0.105, 0.105, -0.744, 0.029, 0.159, 0.182, 0.108, 0.096, 0.067, 0.111, -0.783, 0.018, 0.156, 0.173, 0.025, 0.077, 0.122, 0.068, -0.812, 0.054, 0.173, 0.187, 0.114, 0.119, 0.124, 0.082, -0.820, 0.016, 0.176, 0.217, 0.038, 0.116, 0.101, 0.144, -0.842, 0.009, 0.192, 0.182, 0.067, 0.133, 0.086, 0.089, -0.685, -0.015, 0.197, 0.197, 0.071, 0.032, 0.101, 0.099, -0.740, 0.007, 0.209, 0.188, 0.070, 0.100, 0.100, 0.127, -0.911, 0.080, 0.187, 0.211, 0.071, 0.088, 0.082, 0.091, -0.824, 0.057, 0.201, 0.175, 0.066, 0.095, 0.118, 0.069, -0.819, 0.004, 0.189, 0.174, 0.119, 0.084, 0.117, 0.053, -0.791, 0.039, 0.174, 0.159, 0.083, 0.097, 0.111, 0.128, -0.696, -0.020, 0.199, 0.189, 0.130, 0.096, 0.095, 0.106, -0.052, -0.413, -0.088, -0.221, -0.110, 0.057, 0.083, 0.064, 0.087, 0.115, 0.119, 0.118, 0.070, 0.080, 0.083, 0.041, 0.065, -0.058, -0.413, -0.127, -0.186, -0.121, 0.070, 0.077, 0.051, 0.062, 0.124, 0.094, 0.102, 0.076, 0.081, 0.057, 0.028, 0.032, -0.073, -0.366, -0.180, -0.205, -0.063, 0.020, 0.085, 0.082, 0.067, 0.138, 0.118, 0.106, 0.068, 0.084, 0.070, 0.077, 0.081, -0.039, -0.438, -0.175, -0.216, -0.093, 0.061, 0.061, 0.060, 0.089, 0.126, 0.120, 0.101, 0.072, 0.075, 0.100, 0.046, 0.066]
}